(1)
C24H43ClP2Zr | ωB97M-V with the def2-TZVPD basis set

Atoms and positions in Å:
H (6.403, 1.717, -0.531)
C (8.109, -3.025, -0.775)
H (5.998, -0.027, 1.854)
P (6.705, -0.688, -0.387)
H (0.320, 2.308, 0.847)
H (7.454, 1.094, -1.832)
H (6.600, -1.706, 1.806)
H (-0.219, -2.529, -2.704)
C (3.783, -0.383, -0.099)
H (-2.629, -3.183, -0.435)
H (1.542, 0.647, 2.175)
C (-1.606, -0.503, 0.696)
C (-1.594, -3.006, -0.100)
H (-3.246, -0.897, 2.029)
H (8.211, -3.495, 0.218)
C (6.740, -5.211, -1.463)
H (7.762, -0.339, 1.739)
H (-2.248, 2.036, 1.585)
C (-1.281, 1.487, -2.458)
H (2.229, 2.140, -2.870)
C (3.424, 0.697, 0.960)
C (2.133, 0.243, -1.961)
C (7.217, 1.023, -0.761)
H (0.815, 2.985, -1.304)
H (6.796, -5.599, -0.438)
H (-3.374, 2.046, 0.215)
C (1.937, 0.951, 1.189)
C (8.334, -1.521, -0.701)
H (5.936, -5.729, -2.001)
C (-1.267, 0.500, -1.354)
C (2.787, -0.736, -1.203)
H (4.695, 0.004, -0.609)
H (3.947, 1.637, 0.694)
H (9.008, -1.240, 0.120)
Zr (0.917, -0.807, 0.104)
P (6.364, -3.402, -1.395)
H (6.555, -2.005, -3.409)
H (-1.686, -1.553, 2.574)
H (2.354, 3.387, -0.547)
H (2.881, -1.758, -1.604)
H (-1.346, 2.514, -2.080)
H (3.553, 1.845, -1.758)
H (8.746, -1.126, -1.643)
H (8.107, 1.278, -0.169)
H (7.701, -5.392, -1.973)
H (6.063, -3.675, -3.781)
H (-2.142, 1.327, -3.131)
H (8.830, -3.510, -1.451)
C (-1.703, 0.726, -0.025)
H (-1.779, -1.859, -3.235)
H (-0.370, 1.411, -3.070)
C (6.740, -3.058, -3.176)
C (2.466, 1.695, -1.887)
H (-2.013, 0.183, 2.692)
H (-1.515, -3.342, 0.940)
C (-2.161, -0.706, 2.065)
H (-0.941, -3.637, -0.714)
H (-0.278, -0.967, -3.542)
H (7.780, -3.315, -3.427)
C (1.208, 1.842, 0.410)
H (1.613, -0.058, -2.879)
C (-0.965, -0.897, -1.504)
H (4.063, -1.310, 0.429)
C (-2.307, 1.980, 0.489)
H (-1.812, 2.869, 0.075)
C (-0.795, -1.599, -2.809)
H (3.861, 0.372, 1.920)
C (-1.275, -1.552, -0.250)
C (1.700, 2.535, -0.817)
C (6.767, -0.688, 1.438)
Cl (1.556, -2.409, 1.671)

Energy above the lowest of the compared OMol25 structures with the same formula, charge and spin   0.0 kJ/mol
Net charge   +2
LUMO energy (alpha / beta)   -8.0 / -8.0 eV
2S+1   1

---

(2)
C24H43F5OP2TbTe | ωB97M-V with the def2-TZVPD basis set

Atoms and positions in Å:
C (-1.194, 0.787, 3.775)
F (3.510, 2.728, 0.364)
H (-4.536, -0.251, -5.009)
C (4.889, -3.481, -1.036)
C (-5.089, 0.589, -2.109)
H (5.415, -4.145, -0.335)
H (-4.777, 3.653, -1.212)
H (-4.835, 0.705, -1.050)
F (5.405, -0.566, 0.023)
H (-0.514, -4.004, -1.568)
H (1.416, -5.067, -2.726)
H (-0.460, 2.841, 2.186)
H (3.179, -4.947, -2.832)
H (-3.887, 1.294, -5.599)
C (2.317, -3.878, -1.209)
H (-5.223, 3.035, -3.471)
H (-3.550, 4.667, -2.001)
C (1.203, -3.613, -0.334)
C (-0.351, 1.153, 0.757)
H (0.795, 3.023, 0.958)
C (3.994, -2.480, 1.812)
C (-4.160, 2.942, -3.188)
H (-2.375, -0.744, 2.736)
H (-5.998, 1.161, -2.331)
C (-1.769, 0.152, 2.559)
H (-3.543, 3.397, -3.980)
F (5.970, 1.698, 1.033)
C (-3.069, 3.086, 0.771)
H (-3.956, 3.742, 0.764)
H (-0.243, 3.662, -0.930)
Tb (1.990, -1.577, -1.343)
H (2.310, 2.234, 2.303)
C (1.312, 0.698, 3.359)
C (0.866, -2.560, 2.009)
C (1.678, -2.880, 0.797)
C (-1.640, 0.616, 1.305)
O (2.906, 0.154, -0.501)
C (0.296, 2.282, 1.615)
H (-3.339, 2.123, 1.244)
C (0.184, 0.195, 4.179)
H (4.925, -2.020, 1.475)
H (5.438, -2.533, -1.089)
H (-2.470, 0.503, 0.578)
F (5.040, 1.450, -1.594)
C (1.354, 1.768, 2.543)
H (-1.501, 4.925, -0.645)
H (2.207, 0.099, 3.491)
H (3.553, -1.814, 2.563)
P (-3.671, 1.124, -3.175)
H (-0.033, -1.983, 1.738)
H (-1.134, 1.885, 3.696)
H (2.184, -3.598, -3.387)
H (0.316, 0.505, 5.228)
H (-1.885, 0.605, 4.613)
C (-3.880, 3.627, -1.850)
H (1.421, -1.936, 2.716)
H (0.525, -3.451, 2.569)
H (-0.884, -3.380, 0.070)
P (-2.504, 2.723, -0.949)
H (4.923, -3.955, -2.019)
C (-0.212, -4.023, -0.513)
H (-1.230, 4.265, -2.291)
C (3.486, -3.320, -0.586)
H (-0.362, -5.043, -0.130)
C (2.264, -4.386, -2.609)
C (-1.235, 4.027, -1.219)
H (-2.248, 3.545, 1.350)
F (3.933, 0.532, 1.915)
H (4.237, -3.426, 2.335)
H (0.205, -0.912, 4.163)
C (3.092, -2.734, 0.667)
H (-0.497, 1.542, -0.274)
H (0.370, 0.315, 0.626)
H (-5.498, 1.244, -4.839)
C (-4.484, 0.823, -4.810)
H (-5.284, -0.474, -2.295)
Te (4.416, 1.053, 0.153)

Energy above the lowest of the compared OMol25 structures with the same formula, charge and spin   181.2 kJ/mol
Net charge   +1
LUMO energy (alpha / beta)   -5.8 / -4.6 eV
2S+1   7

---

(3)
C24H43IrN2OP3S | ωB97M-V with the def2-TZVPD basis set

Atoms and positions in Å:
C (-2.312, 1.277, 2.993)
H (0.104, 4.195, -2.210)
H (2.532, -3.382, -0.766)
S (4.193, 2.367, -0.492)
C (-0.903, 4.600, -0.368)
N (2.023, 1.942, -1.856)
H (2.605, 2.494, -2.489)
C (3.079, 0.742, 1.281)
H (1.250, 1.330, -2.207)
H (-2.564, 0.247, -6.033)
C (3.883, 0.372, 3.553)
H (2.284, -1.636, -1.049)
C (0.604, -1.315, -4.388)
C (5.206, 1.736, 2.039)
H (2.234, -2.211, 2.219)
H (-3.212, 0.719, 2.712)
H (-4.067, 1.365, -0.845)
H (-1.282, -3.834, 1.083)
C (4.245, 1.529, 1.055)
H (2.073, -3.910, 1.709)
H (0.836, 1.537, 3.947)
C (0.024, -1.927, -5.490)
C (-0.850, 4.283, -1.674)
H (-1.632, 1.249, -3.947)
C (0.331, 1.887, 3.027)
H (3.725, -0.047, 4.546)
H (-4.110, -1.414, -1.451)
C (5.021, 1.157, 3.300)
C (1.514, -2.988, 1.929)
H (1.221, -2.819, -1.848)
H (-1.208, -0.540, 4.472)
C (-3.080, -1.054, -1.616)
H (1.527, -1.690, -3.956)
H (-1.848, 4.695, 0.208)
H (-1.740, 4.134, -2.300)
H (1.094, 2.193, 2.303)
H (-4.501, -0.966, 1.115)
N (2.161, 0.772, 0.224)
H (-0.847, -1.786, 3.229)
C (2.940, 0.151, 2.549)
C (-1.701, -0.212, -5.541)
C (2.628, 1.583, -0.725)
H (-2.417, -1.890, -1.896)
C (-0.553, -0.812, 3.633)
H (-0.306, -4.688, -0.178)
H (0.490, -2.828, -5.908)
H (6.072, 2.348, 1.786)
P (-0.720, 0.517, 2.337)
C (-1.172, 0.370, -4.398)
H (-2.380, 2.300, 2.594)
H (-3.068, -0.286, -2.406)
H (-2.267, 1.317, 4.100)
H (-3.115, -1.186, 2.190)
H (2.030, -0.414, 2.722)
H (-3.716, 1.610, 0.881)
H (-3.421, -2.351, 0.911)
H (-1.581, -1.833, -6.968)
C (-3.462, -1.290, 1.164)
H (0.824, -3.199, 2.758)
H (-1.290, -1.654, 0.404)
Ir (-0.321, -0.349, 0.208)
H (0.030, 4.724, 0.205)
H (0.475, -0.895, 4.002)
H (5.740, 1.353, 4.095)
C (-3.272, 1.359, -0.087)
C (-1.127, -1.373, -6.078)
C (-0.088, -0.257, -3.703)
P (0.614, -2.454, 0.418)
O (0.192, 0.109, -2.488)
C (1.786, -2.602, -0.941)
H (-0.306, 2.763, 3.242)
C (-0.697, -3.718, 0.158)
H (-2.536, 2.134, -0.335)
H (-1.388, -3.360, -0.616)
P (-2.537, -0.286, -0.047)

Energy above the lowest of the compared OMol25 structures with the same formula, charge and spin   40.9 kJ/mol
Net charge   +3
LUMO energy (alpha / beta)   -7.9 / -11.9 eV
2S+1   5

---

(4)
C24H43N7O5S | ωB97M-V with the def2-TZVPD basis set

Atoms and positions in Å:
H (5.747, 0.157, 0.282)
C (3.817, -1.308, 4.831)
H (-5.725, -2.520, -3.139)
H (-8.646, -1.277, -1.218)
C (-6.222, -1.833, -2.452)
N (-2.850, 1.048, -3.702)
N (1.113, -2.715, -2.961)
H (2.018, 0.467, 2.792)
C (2.448, -3.203, -3.257)
H (-1.355, 0.216, 6.109)
H (4.286, -2.263, 4.544)
H (4.540, 1.689, 3.668)
C (6.159, 1.046, 0.752)
H (-9.616, -1.496, -2.689)
H (-2.871, 0.298, -5.667)
C (-0.602, 0.634, 4.137)
C (0.241, -2.548, -3.976)
H (6.829, 0.755, 1.560)
H (1.418, 0.988, 4.990)
H (0.857, 3.650, 4.384)
C (-7.630, -0.910, -4.181)
O (-0.868, 1.254, -2.605)
C (-1.931, -0.476, 2.279)
H (5.969, 1.295, -2.008)
C (-2.562, -0.773, 4.576)
C (-0.833, 0.356, 2.746)
H (1.425, -1.648, -1.202)
H (2.726, -1.463, 4.837)
O (4.922, -0.634, 2.823)
H (7.458, 0.400, -1.616)
N (-0.103, 0.806, 1.693)
H (-3.264, 2.568, -2.333)
C (0.756, -2.420, -1.587)
H (0.094, 1.970, 5.612)
H (-3.230, -1.194, 5.335)
H (-4.667, 1.582, -2.814)
C (-1.465, 0.057, 5.033)
N (-7.538, -1.498, -2.970)
H (-0.077, 2.897, 3.092)
N (-2.059, -0.646, 0.950)
C (-1.514, 0.946, -3.594)
H (-3.440, 0.922, -1.703)
H (3.029, -3.283, -2.341)
S (-0.787, 0.209, 0.371)
C (0.800, 2.755, 3.736)
H (-5.620, -0.927, -2.373)
H (2.868, 3.399, 3.390)
C (-3.606, 1.560, -2.574)
C (-3.563, 0.662, -4.909)
H (-4.099, 1.527, -5.302)
C (-2.817, -1.027, 3.263)
H (-1.035, 0.546, -4.503)
H (-0.743, -2.174, -3.642)
H (-3.680, -1.641, 3.001)
H (7.553, 2.075, -2.197)
H (8.005, 3.515, -0.625)
C (-8.709, -1.804, -2.172)
N (6.893, 1.841, -0.221)
N (3.750, 1.065, 3.824)
O (0.478, -2.775, -5.146)
O (7.438, 3.424, 1.320)
H (0.857, -3.325, -0.984)
H (-6.312, -2.298, -1.473)
H (2.381, -4.181, -3.734)
H (3.310, 1.276, 1.785)
O (-6.684, -0.631, -4.893)
H (-8.669, -0.697, -4.482)
C (2.741, 1.287, 2.733)
H (4.198, -1.034, 5.825)
C (4.225, -0.298, 3.761)
C (7.475, 2.987, 0.186)
C (6.975, 1.379, -1.591)
C (2.144, 2.695, 2.946)
H (-4.277, -0.126, -4.668)
H (5.352, 1.646, 1.170)
C (0.520, 1.545, 4.685)
H (1.934, 3.106, 1.938)
H (2.942, -2.515, -3.945)
H (-0.270, -2.064, -1.525)
H (-8.752, -2.880, -1.988)

LUMO energy   -0.5 eV
2S+1   1

---

(5)
C24H44CaGeN4O5S2SbSe4 | ωB97M-V with the def2-TZVPD basis set

Atoms and positions in Å:
C (-2.819, -1.059, -3.422)
H (-2.843, -3.404, -1.928)
H (0.458, -1.128, 2.425)
H (0.766, -4.178, 0.347)
H (2.974, 0.164, -1.873)
N (-2.965, -0.662, 4.907)
C (-3.251, -4.834, 2.693)
O (0.694, -1.514, -0.128)
H (2.326, 5.866, 1.710)
H (-3.602, -2.709, -0.487)
Ge (-0.053, -2.072, -1.784)
O (0.528, -0.324, -2.645)
C (1.338, 5.379, -0.762)
C (1.589, 5.053, 1.605)
C (-3.006, -3.480, 2.534)
C (-2.882, -1.196, 3.725)
H (1.912, 1.948, -3.169)
Se (-1.309, 3.074, -2.516)
C (-3.579, -5.358, 3.936)
Se (-5.056, 3.338, -0.934)
C (-3.498, -2.610, -1.565)
S (-2.587, -0.391, 2.292)
H (2.293, -0.991, -5.409)
H (-4.479, -2.723, -2.021)
Ca (-0.558, 0.738, -1.088)
C (1.456, -2.182, 0.821)
H (4.212, 2.465, -1.625)
H (-3.770, -6.417, 4.036)
H (2.437, 1.393, -4.772)
H (3.790, -0.230, -3.401)
C (4.520, 4.285, 1.158)
C (1.675, 1.287, -4.001)
H (-2.359, -0.094, -3.646)
H (3.403, -1.605, 0.066)
H (-3.901, -4.934, 6.026)
H (2.636, -0.396, 1.097)
C (1.617, -0.166, -3.500)
H (-2.747, -3.058, 1.574)
C (2.512, 3.434, -0.086)
H (-3.185, -5.492, 1.837)
H (2.331, -4.136, 1.182)
C (2.935, -0.455, -2.766)
C (-3.408, -3.195, 4.886)
C (-3.812, -0.142, -1.311)
C (2.812, -1.462, 0.968)
C (1.712, -3.648, 0.433)
C (-3.657, -4.536, 5.054)
H (-2.197, -1.849, -3.851)
H (4.885, 1.742, -0.164)
Sb (-2.692, 3.712, -0.465)
H (-3.554, 0.822, -1.756)
H (4.674, 5.345, 0.931)
Se (-1.472, 2.052, 1.141)
H (5.668, 3.169, -0.885)
O (-1.638, -1.088, -1.314)
H (3.366, -1.845, 1.822)
C (-3.094, -2.659, 3.648)
Se (-2.306, 6.023, 0.234)
C (4.711, 2.688, -0.685)
H (-3.809, -1.090, -3.875)
H (0.418, 5.917, -0.534)
H (1.752, 4.302, 2.376)
S (-3.334, -1.794, 6.032)
H (1.461, -2.144, -4.353)
H (-3.667, -0.096, -0.229)
H (-0.200, -2.726, 2.109)
O (-4.627, -1.561, 6.631)
C (0.722, -2.152, 2.173)
N (3.875, 3.596, 0.065)
H (0.594, 5.483, 1.750)
H (2.163, 6.103, -0.865)
H (1.107, 2.442, -0.880)
N (1.589, 4.426, 0.305)
H (1.209, 4.852, -1.704)
H (-4.864, -0.336, -1.517)
H (5.496, 3.834, 1.335)
N (2.118, 2.413, -0.738)
H (2.215, -3.694, -0.532)
C (-2.904, -1.230, -1.897)
H (2.975, -1.502, -2.473)
H (0.535, -0.912, -5.213)
H (3.948, 4.202, 2.080)
H (0.713, 1.591, -4.411)
C (1.475, -1.113, -4.704)
H (1.341, -2.565, 2.967)
O (-2.252, -2.002, 6.966)

Energy above the lowest of the compared OMol25 structures with the same formula, charge and spin   183.5 kJ/mol
Net charge   -2
LUMO energy (alpha / beta)   3.9 / 2.9 eV
2S+1   2

---

(6)
C24H44CoN4O9SSi | ωB97M-V with the def2-TZVPD basis set

Atoms and positions in Å:
S (-0.928, 1.630, -0.187)
O (-2.431, -0.563, -1.882)
C (3.496, 0.531, -0.129)
C (7.141, 1.500, 0.046)
C (-4.565, -0.983, 2.443)
H (0.093, 3.035, 4.970)
C (0.774, 1.012, -2.822)
C (-3.517, -0.007, 1.923)
C (-2.302, 0.007, 2.844)
O (9.827, 1.183, 0.153)
C (5.761, 1.583, -0.013)
H (-4.398, 1.767, 2.786)
C (5.603, -0.823, -0.085)
O (2.956, 1.663, -0.225)
N (9.195, 0.147, 0.098)
H (-1.557, 0.712, 2.474)
H (-3.402, 1.841, -2.445)
H (2.108, 2.194, -1.911)
H (-5.095, 1.351, -2.669)
C (1.078, 1.487, 2.387)
H (1.394, -2.655, -0.934)
H (1.860, 3.173, 4.869)
H (0.375, 2.287, -5.285)
H (-0.089, 0.192, 4.766)
C (0.952, 2.965, 4.301)
O (0.958, 0.037, -2.059)
H (-2.289, -2.950, 1.246)
H (-4.486, -0.396, -4.488)
H (0.841, 3.714, 3.520)
H (4.982, -1.706, -0.134)
C (-4.166, 1.122, -2.143)
H (1.060, -4.131, -0.001)
C (4.993, 0.426, -0.076)
O (9.688, -0.963, 0.093)
C (-4.108, 1.393, 1.801)
H (-1.076, -4.380, -1.305)
H (5.258, 2.540, -0.013)
N (-0.157, 0.921, -3.786)
H (-2.608, 0.306, 3.850)
H (1.404, -2.600, 0.829)
H (1.427, 0.735, 5.523)
H (-4.842, -1.268, -0.900)
H (-0.808, 0.165, -3.636)
H (-0.806, -2.858, -2.180)
H (-4.997, 1.376, 1.168)
H (-4.395, -2.331, -2.244)
H (7.766, 2.379, 0.099)
C (6.983, -0.923, -0.032)
H (-5.410, -1.027, 1.754)
N (1.521, 2.131, -2.739)
O (1.104, 0.373, 1.847)
Si (-1.875, -0.202, -0.368)
H (-1.267, 1.658, -5.368)
H (-0.739, -2.833, 2.106)
H (-4.339, 1.240, -1.073)
H (-1.848, -0.983, 2.896)
C (0.945, 0.486, 4.579)
H (7.488, -1.877, -0.041)
C (-0.491, 1.998, -4.687)
H (1.170, 2.988, -3.128)
H (-5.697, -1.150, -2.452)
H (-2.893, 0.347, -4.370)
O (-3.162, -0.479, 0.618)
C (-1.238, -3.240, 1.224)
C (-1.235, -3.300, -1.281)
H (-4.140, -1.983, 2.533)
H (-1.174, -4.329, 1.263)
H (-4.930, -0.670, 3.423)
C (-0.568, -2.722, -0.041)
C (0.916, -3.049, -0.037)
C (-4.728, -1.326, -1.980)
H (-0.872, 2.877, -4.158)
H (-2.307, -3.106, -1.279)
Co (1.017, 0.284, -0.117)
H (-3.066, -1.415, -4.198)
H (-3.377, 2.076, 1.368)
O (2.822, -0.533, -0.063)
C (-3.525, -0.451, -3.975)
O (-0.651, -1.277, -0.044)
H (1.466, -0.345, 4.112)
C (7.722, 0.245, 0.035)
N (1.000, 1.645, 3.703)
H (1.119, 2.408, 1.802)
C (-3.714, -0.296, -2.469)

Energy above the lowest of the compared OMol25 structures with the same formula, charge and spin   1.2 kJ/mol
LUMO energy (alpha / beta)   -0.4 / -0.4 eV
2S+1   2

---

Number 1: E -57950.9323 eV. Number 2: E -89515.3600 eV. Number 3: E -72126.1195 eV. Number 4: E -57088.3828 eV. Number 5: E -406355.4268 eV. Number 6: E -106336.5093 eV.